(1)
8
Properties=species:S:1:pos:R:3:forces:R:3 method="wB97M-V/def2-TZVPD" lumo_ev=-1.621 e_above_lowest_kcal_mol=45.2 smiles="OC(=S)C(=S)S" gap_ha=0.262
O 0.7072 1.8682 0.4162 -2.60 4.13 -0.14
C 0.6705 0.5697 0.2560 -2.20 0.75 -0.74
S 1.9525 -0.2203 0.6976 2.04 -1.67 0.39
C -0.6146 -0.0968 -0.3262 0.88 0.62 1.34
S -1.7146 0.9092 -0.9306 -0.64 -0.50 -0.25
S -0.4793 -1.8149 0.0149 -3.22 -1.19 0.55
H -0.1483 2.5724 0.2916 2.71 -3.80 -0.04
H -1.9821 -2.3387 0.2919 3.04 1.66 -1.11

(2)
6
Properties=species:S:1:pos:R:3:forces:R:3 method="wB97M-V/def2-TZVPD" lumo_ev="-1.532 / -1.531" e_above_lowest_kcal_mol=54.2 gap_ha="0.232 / 0.232"
C -1.3179 -1.0939 -0.3423 -0.31 -1.30 -1.12
C -0.0758 -0.4234 -0.2825 0.65 -0.06 0.52
S -2.3507 -2.2526 -0.4073 1.03 1.80 0.13
S 0.8183 -1.0767 -1.7039 -0.27 -1.17 -0.75
H 0.2894 0.5829 -0.3690 -1.57 0.98 0.48
H 0.2858 -0.7994 0.6612 0.48 -0.25 0.73

(3)
6
Properties=species:S:1:pos:R:3:forces:R:3 method="wB97M-V/def2-TZVPD" lumo_ev="-0.909 / -0.910" e_above_lowest_kcal_mol=46.2 gap_ha="0.286 / 0.286"
C 0.0778 0.1273 0.2313 -3.38 0.56 0.28
C 1.2509 -0.1185 -0.2449 0.62 -0.61 0.61
S -3.2733 0.1454 0.8256 1.81 -0.31 0.04
S -1.4904 0.5508 -0.0273 0.64 0.49 -0.25
H 1.2365 -0.9573 -0.9103 0.45 -0.38 -0.60
H 2.1984 0.2523 0.1256 -0.14 0.25 -0.09

(4)
48
Properties=species:S:1:pos:R:3:forces:R:3 method="wB97M-V/def2-TZVPD" lumo_ev=-0.012 e_above_lowest_kcal_mol=49.9 gap_ha=0.370
C -0.7061 2.2631 0.7785 0.53 -1.05 1.09
C -2.1192 2.3250 1.3601 1.76 -1.13 0.10
N -2.6682 1.1248 1.7727 -2.16 2.07 -0.40
O -2.7327 3.3520 1.3779 -1.03 1.02 -0.10
H -0.8380 2.0551 -0.2728 0.37 0.15 -0.22
H -0.0802 1.3692 1.1620 -0.98 1.61 -0.39
H -0.2067 3.2394 0.9267 -0.24 -0.70 -0.05
H -3.5234 1.2714 2.3073 0.17 -0.02 -0.30
H -2.1240 0.4337 2.1593 1.75 -1.80 0.71
H 0.6594 -2.7248 -0.8187 -1.44 -0.76 0.07
H 1.0359 -1.1547 -0.4975 0.61 -3.81 -1.66
O 1.3954 -2.1293 -0.8701 0.59 4.40 2.61
H -1.4085 -0.1700 -0.9284 -2.31 -0.57 -0.19
H -0.4575 0.2919 -2.1447 -0.72 0.33 -0.59
O -0.5497 -0.0129 -1.2499 3.52 0.33 0.53
H 2.7395 0.4925 -0.9504 0.76 0.25 -0.06
H 3.2503 1.8521 -0.3994 0.79 0.34 0.06
O 2.4747 1.4129 -0.7198 -1.01 -0.54 -0.28
H 2.2014 1.1787 1.0299 -0.48 0.00 -2.57
H 2.9932 0.2782 2.0085 0.55 -1.19 -0.51
O 2.4432 1.0268 1.9032 -0.27 1.73 3.60
H 2.2355 -2.0807 1.0580 1.80 1.68 2.40
H 3.5752 -2.0561 2.0031 -0.70 0.15 -0.26
O 2.7348 -1.5709 1.8686 -0.90 -2.75 -2.42
H 3.0133 -1.6207 -1.0953 1.70 1.82 -0.80
H 3.6723 -1.1612 -2.3649 0.14 0.29 -0.45
O 3.7025 -0.9014 -1.4404 -1.89 -2.21 1.09
H -3.6064 -0.8740 -1.1880 1.15 0.14 0.81
H -2.9869 -0.5887 0.1867 -0.88 1.52 2.93
O -2.8068 -0.9866 -0.6140 -1.01 -1.75 -3.34
H -1.8255 -3.5364 -1.1439 0.19 0.37 0.28
H -1.3791 -2.6832 0.0649 -1.15 1.94 1.57
O -1.0965 -3.2999 -0.5572 1.18 -2.38 -1.81
H 1.2623 -0.0334 3.6255 1.47 1.29 -0.18
H 1.1911 -1.5868 3.1273 -1.59 3.95 1.52
O 0.6341 -0.7086 3.4962 0.13 -5.07 -1.28
H 0.4565 -1.3513 -2.4467 -0.05 -0.31 0.34
H 0.6820 -0.6225 -3.7288 0.18 -0.55 0.05
O 0.7064 -1.5223 -3.3521 -0.04 0.47 -1.22
H 1.7987 1.7370 -3.4744 -2.50 -1.56 1.62
H 1.3430 1.1971 -2.0246 -0.36 0.58 -1.76
O 1.0222 1.2377 -2.9830 2.71 1.64 -0.37
H -1.2457 -2.2051 2.3749 -0.52 -2.42 1.84
H -0.5234 -0.9936 2.1636 0.53 0.64 0.11
O -1.2217 -1.5257 1.7616 -0.09 1.70 -1.90
H -3.3613 2.3545 -0.7857 -0.74 0.01 -0.28
H -2.1853 2.0124 -1.4319 5.71 0.31 0.16
O -3.0470 1.9130 -1.5888 -5.28 -0.17 -0.14

(5)
48
Properties=species:S:1:pos:R:3:forces:R:3 method="wB97M-V/def2-TZVPD" lumo_ev=-0.422 e_above_lowest_kcal_mol=451.4 gap_ha=0.244
O -2.3935 0.3527 -0.8247 -1.02 0.76 -5.72
H -2.6131 0.4860 0.0973 -0.58 -0.37 -0.77
H -2.8928 1.0239 -1.2898 -0.24 0.27 -0.24
O -0.6756 0.5802 -2.5703 -1.92 -1.34 -5.46
H -1.5816 0.3759 -2.8017 -0.43 -0.17 -0.04
H -0.2429 0.7366 -3.4097 0.25 -0.13 -0.70
O 1.1119 -3.0333 -0.1823 0.63 -4.49 -3.14
H 1.1009 -3.8207 -0.7265 -0.28 -0.51 0.36
H 1.3939 -2.3362 -0.7746 -1.54 -0.46 1.10
O 1.8521 -1.5236 -1.4324 3.47 1.79 -6.65
H 2.5052 -2.0146 -1.9311 0.57 -0.63 -0.36
H 1.9726 -0.6151 -1.7084 0.04 0.33 -0.47
O 0.4588 -2.9139 1.8175 -4.04 -5.69 2.99
H -0.3551 -3.4113 1.7376 -0.31 0.03 0.13
H 0.8200 -2.9009 0.9311 0.43 -0.78 -0.48
O -0.7128 1.6425 2.7066 -0.24 -0.32 5.33
H -0.0481 0.9945 2.9400 0.51 -0.19 0.84
H -1.4648 1.4237 3.2570 -0.07 -0.04 1.10
O -0.9937 3.5418 -0.9439 -0.68 1.57 -1.47
H -1.5048 4.1381 -1.4912 -0.11 0.46 -0.31
H -1.3750 2.6793 -1.1078 -0.32 0.18 0.41
O 1.2360 -1.2830 2.8543 2.68 4.90 3.60
H 1.5804 -1.8209 3.5673 0.14 0.01 0.07
H 0.7955 -1.9053 2.2755 -0.54 0.42 0.85
O 1.7928 2.8991 -0.6517 4.80 3.91 0.98
H 1.3787 2.0543 -0.8279 1.00 1.15 -0.16
H 1.9788 2.8841 0.2871 0.21 0.36 0.24
O 3.4395 -0.6321 0.1366 1.37 0.43 0.91
H 2.6855 -1.0102 -0.3158 0.91 -0.45 1.04
H 4.1743 -0.7763 -0.4597 0.42 0.03 0.04
O -2.6054 0.5899 1.2418 -3.80 -0.72 7.17
H -3.2859 1.1387 1.6317 -0.32 0.63 0.14
H -2.4465 -0.0939 1.8925 0.31 -0.54 0.22
O -0.8109 2.0703 0.8252 -1.54 1.91 -1.76
H -1.4467 1.3699 0.9719 1.71 1.70 0.14
H -0.3950 1.8462 -0.0073 -0.67 1.34 0.57
O -1.3869 -1.6492 -1.5840 0.53 -2.16 -0.82
H -2.3336 -1.7811 -1.5342 -0.04 0.06 0.15
H -1.2671 -0.7110 -1.4364 -0.25 -0.49 0.45
C -0.0706 -0.3101 0.7152 0.39 -0.34 0.01
C 0.6903 0.2738 -0.4294 -0.01 -0.21 -2.07
O 0.3137 1.5321 -0.9915 0.42 -3.75 0.55
H 0.0600 0.2028 1.6680 0.54 -0.63 -1.26
H 0.3898 -1.2936 0.8097 -1.10 0.84 -0.29
H -1.1432 -0.2997 0.5213 1.53 -1.30 -0.18
H 0.6734 -0.2844 -1.3655 -2.17 0.01 1.41
H 1.7608 0.1775 -0.2483 -0.54 2.11 1.06
H -0.1195 1.4065 -1.8390 -0.09 0.47 0.53

(6)
48
Properties=species:S:1:pos:R:3:forces:R:3 method="wB97M-V/def2-TZVPD" lumo_ev="-2.915 / -10.309" multiplicity=2 total_charge=+1 gap_ha="0.379 / 0.107"
O 2.2685 -1.0768 -2.8784 -0.10 0.34 -0.02
H 2.1278 -1.6750 -2.1445 0.03 -0.17 0.28
H 2.3817 -1.6497 -3.6368 0.18 -0.18 -0.25
O 2.1208 2.7840 2.3389 0.22 0.29 0.80
H 1.8583 2.4803 1.4700 -0.27 -0.15 -0.39
H 2.7135 2.1051 2.6616 0.26 -0.06 0.07
O -0.3719 -3.5611 0.2335 -0.04 0.31 -0.36
H 0.0721 -3.4102 1.0679 0.27 0.15 0.41
H -0.9732 -4.2849 0.4091 -0.20 -0.27 0.02
O 2.6842 1.9528 -2.1237 -0.39 0.18 -0.18
H 3.0581 2.8034 -2.3536 0.13 0.43 -0.03
H 3.3802 1.3247 -2.3168 0.12 -0.52 -0.01
O -1.2825 -2.1941 -2.0050 -0.41 0.51 -0.53
H -0.8290 -2.8029 -2.5880 0.04 -0.39 -0.13
H -0.9158 -2.3726 -1.1391 0.45 -0.47 0.89
O -1.0834 -2.4885 3.9284 0.01 -0.10 -0.37
H -1.5058 -1.6361 3.8229 -0.17 0.21 -0.01
H -0.7563 -2.4846 4.8280 0.16 -0.11 0.28
O -2.0028 -0.1686 -3.6479 -1.85 0.02 -0.25
H -1.2834 0.4621 -3.6790 1.24 1.08 0.05
H -1.6120 -0.9603 -3.2781 0.34 -0.80 0.53
O 1.6060 0.2015 4.5439 -0.24 -0.10 0.13
H 2.1357 0.9865 4.6830 0.21 0.26 0.14
H 0.7017 0.5052 4.6223 -0.27 0.14 0.06
O -1.7841 3.1018 -0.2827 -0.56 -0.32 -0.05
H -0.8832 2.8154 -0.1323 0.69 0.03 0.31
H -1.7928 3.3989 -1.1925 -0.09 0.28 -0.28
O 2.7657 -1.2919 2.6858 0.31 -0.59 -0.77
H 2.9960 -0.6928 1.9758 0.18 0.07 -0.18
H 2.1576 -0.7940 3.2322 -0.28 0.28 0.58
O 0.2753 1.2398 -3.7312 -0.67 0.05 -0.29
H 0.9646 1.5593 -3.1490 0.54 0.06 0.41
H 0.7453 0.8267 -4.4555 0.19 -0.09 -0.23
O -4.1550 -0.0437 1.3450 0.39 0.13 0.49
H -3.9062 0.1196 0.4352 -0.15 0.53 -0.79
H -4.5242 -0.9268 1.3380 -0.33 -0.50 0.15
O -3.2870 -0.1505 -1.3415 -1.10 -0.22 0.90
H -2.9243 0.3442 -2.0764 0.76 1.01 -1.03
H -2.6995 -0.8998 -1.2434 0.72 -0.90 0.01
C -0.3984 0.3898 1.1645 -0.48 -0.63 0.46
C 0.3978 0.6392 -0.0762 -0.22 -0.01 0.51
O 1.0211 1.8889 0.0980 -0.30 0.62 -0.46
H -1.3526 0.9165 1.1487 0.13 0.29 0.15
H 0.1955 0.6823 2.0303 -0.12 0.09 0.05
H -0.6423 -0.6654 1.2875 0.08 -0.17 -0.07
H -0.2692 0.7438 -0.9319 0.03 -0.61 -0.44
H 1.1664 -0.1232 -0.2036 -0.09 -0.23 -0.35
H 1.4412 2.0818 -0.7434 0.68 0.24 -0.18

(7)
49
Properties=species:S:1:pos:R:3:forces:R:3 method="wB97M-V/def2-TZVPD" lumo_ev=-0.148 e_above_lowest_kcal_mol=59.4 gap_ha=0.334
C 2.9486 1.2031 1.4649 0.10 -0.05 0.12
C 2.3587 0.5316 0.4822 0.33 0.40 0.24
O 1.3974 -0.3858 0.7545 -0.06 0.17 0.29
H 3.5724 2.0694 1.2860 0.33 -0.40 -0.21
H 2.7395 0.9526 2.4967 -0.21 0.13 0.08
H 2.6417 0.6951 -0.5540 -0.39 -0.05 -0.05
H 0.8675 -0.5376 -0.0495 -0.12 -0.03 -0.24
H -1.9848 2.0289 1.5550 0.19 -0.15 -0.04
H -1.3983 3.3878 2.0728 0.19 -0.43 -0.19
O -2.1930 2.9491 1.7368 -0.43 0.64 -0.03
H -4.6544 0.0586 0.4164 0.04 -0.37 0.66
H -3.5418 0.0653 -0.5010 0.67 -0.44 0.09
O -3.7791 -0.3542 0.3402 -0.80 0.87 -0.74
H 0.3775 -3.4169 3.3709 -0.10 0.41 -0.23
H -0.7623 -3.3338 2.2589 0.19 0.24 0.08
O -0.2814 -3.8986 2.8683 -0.09 -0.76 0.08
H -1.4608 0.0684 -2.8771 -0.04 -0.18 -0.73
H -2.2340 0.2782 -4.1996 0.02 -0.04 -0.09
O -1.6142 -0.3185 -3.7697 -0.19 0.32 0.54
H -0.8564 -2.7835 -0.9517 -0.74 -0.26 -0.23
H -1.2310 -2.8916 -2.5346 -0.41 -0.20 0.42
O -0.5947 -2.6198 -1.8714 0.90 0.21 -0.41
H 2.3224 -3.1482 -0.0699 0.99 -0.43 -0.20
H 3.0756 -2.6386 -1.4742 0.39 -0.91 0.44
O 2.4189 -2.5280 -0.7906 -1.30 1.39 -0.65
H 2.3972 -1.7041 1.8731 0.08 -0.15 -0.27
H 3.9001 -1.6534 1.9581 0.07 -0.14 -0.10
O 3.1764 -2.2794 1.8474 -0.03 0.06 0.67
H -0.4726 3.3438 -0.9785 -0.05 0.28 -0.49
H 0.8004 3.4653 -1.8808 -0.21 0.19 0.01
O 0.3877 2.9545 -1.1816 0.29 -0.58 0.05
H -0.9303 1.3354 2.8284 0.15 0.11 0.35
H -0.0250 0.2983 2.1891 0.08 -0.07 -0.09
O -0.8750 0.3969 2.6397 0.00 -0.27 -0.22
H 1.5232 -1.5117 -2.4176 0.15 -0.27 0.07
H 1.5869 -1.3894 -3.9348 -0.08 0.03 -0.14
O 1.9349 -1.0006 -3.1292 0.04 0.11 0.08
H -2.9673 -2.6330 0.4163 -0.16 0.51 0.34
H -1.8534 -1.8285 1.2129 -0.69 0.35 -0.13
O -2.0278 -2.5218 0.5679 1.10 -0.70 -0.07
H 1.5383 3.3054 1.8466 0.21 -0.31 -0.33
H 0.6860 2.4518 0.8209 0.63 0.31 -0.15
O 0.6571 3.0575 1.5698 -1.12 0.36 0.81
H -2.1145 4.0235 -0.0925 -0.75 -0.71 0.16
H -2.8094 3.2084 -1.2887 -0.02 -0.25 0.61
O -2.3924 4.0256 -1.0189 0.65 0.90 -0.59
H -0.4564 -0.9781 -1.8145 0.39 0.17 0.48
H 0.4297 0.2830 -2.0520 -0.03 0.05 0.01
O -0.2280 -0.0823 -1.4416 -0.17 -0.07 -0.06

(8)
52
Properties=species:S:1:pos:R:3:forces:R:3 method="wB97M-V/def2-TZVPD" lumo_ev=1.935 e_above_lowest_kcal_mol=10.4 total_charge=-1 gap_ha=0.328
C 0.1383 0.5576 -0.3220 -0.35 -1.68 -0.32
C 0.1552 -0.8886 0.3163 0.53 2.66 0.51
O -0.0859 -1.0127 1.5370 -0.71 0.50 0.72
O 0.5111 -1.8142 -0.3873 0.20 -1.85 -1.94
H -0.8956 0.8607 -0.4872 -0.01 0.30 0.73
H 0.4910 0.4376 -1.3463 0.49 0.15 0.20
H 0.7466 1.2470 0.2634 -0.33 0.08 -0.13
O 0.8268 2.9840 2.2347 0.42 0.29 0.04
H 0.2808 3.1131 1.4592 -0.81 0.09 -0.71
H 0.9033 3.8559 2.6222 0.01 0.18 0.23
O -2.1632 -1.4142 3.3885 -0.85 0.00 0.35
H -1.7300 -1.2664 4.2291 0.19 0.06 0.13
H -1.4485 -1.4462 2.7525 0.60 -0.13 -0.40
O 3.6955 0.0914 1.1097 0.36 -0.27 -0.41
H 2.7604 -0.1130 1.1040 -0.36 -0.14 -0.01
H 3.9632 -0.0351 2.0200 -0.01 -0.13 0.36
O 0.2541 -3.6794 2.2665 -0.11 -0.94 0.42
H 1.1572 -3.5551 2.5587 0.17 0.05 -0.04
H 0.0655 -2.9064 1.7345 0.04 0.64 -0.21
O 3.6732 2.6336 1.9360 0.59 0.89 0.30
H 2.7184 2.6991 1.9516 -0.46 -0.01 0.08
H 3.8510 1.8364 1.4369 -0.02 -0.33 -0.30
O -0.1608 -3.8470 -2.2113 -0.46 -0.60 -0.53
H 0.1647 -3.3268 -2.9460 0.02 0.15 -0.04
H 0.0095 -3.3061 -1.4402 0.35 0.40 0.51
O 2.8205 -3.5292 -0.7958 0.54 -0.46 0.09
H 2.9240 -3.3579 -1.7318 -0.01 0.12 -0.14
H 2.2246 -2.8449 -0.4910 -0.47 0.33 0.09
O -1.8602 -0.3914 -3.0229 0.51 0.70 -1.18
H -2.0063 -0.7505 -2.1477 -0.25 -0.40 0.94
H -2.7368 -0.3120 -3.3991 -0.25 -0.10 -0.02
O -2.6452 -1.5851 -0.6221 -0.27 0.43 -0.21
H -3.1641 -2.3603 -0.8366 -0.12 -0.26 -0.03
H -1.7826 -1.9300 -0.3917 0.53 -0.33 0.25
O -0.3628 1.9912 -4.0623 0.21 0.35 0.00
H -0.8718 1.2311 -3.7805 0.01 -1.03 0.00
H -0.8464 2.3396 -4.8112 0.01 0.13 -0.27
O -2.3747 1.2521 2.1056 -0.27 0.77 -0.27
H -3.1058 0.9985 2.6690 -0.03 -0.22 0.13
H -1.8368 0.4630 2.0407 0.39 -0.41 0.08
O 2.1931 -0.5813 -3.1932 0.40 -0.13 -0.14
H 1.6485 0.1631 -2.9375 -0.12 0.22 0.06
H 1.5961 -1.1664 -3.6597 -0.20 -0.09 -0.06
O -2.3157 2.4860 -1.9591 -0.54 -0.19 -0.23
H -1.8486 1.9911 -2.6321 0.27 -0.05 0.02
H -2.9211 3.0436 -2.4479 -0.13 0.28 0.08
O 0.8819 0.6725 3.5491 0.42 -0.46 0.85
H 0.8316 -0.0558 2.9300 -0.36 -0.35 -0.27
H 0.7410 1.4531 3.0134 -0.11 0.43 -0.06
O -1.4864 3.3526 0.3449 0.72 0.87 0.74
H -1.6134 2.9031 -0.4906 -0.14 0.00 -0.46
H -1.9647 2.8190 0.9795 -0.25 -0.50 0.50

Number 1: energy -1347.1195 hartree. Number 2: energy -873.6513 hartree. Number 3: energy -873.6641 hartree. Number 4: energy -1202.8799 hartree. Number 5: energy -1148.0455 hartree. Number 6: energy -1148.3632 hartree. Number 7: energy -1223.9661 hartree. Number 8: energy -1375.2169 hartree.